Entry 1:
Molecular formula: C45H76N5O25
Method: DFT, ωB97M-V/def2-TZVPD

The HOMO-LUMO gap comes out at 6.9 eV. As for the HOMO energy: -11.9 eV. The LUMO energy is -5.0 eV. As for the charge: +1.

Positions of all 151 atoms, in Å:
O1 -1.746 7.709 2.809
O2 -3.195 3.688 3.259
O3 1.508 -0.603 -8.209
O4 -0.628 9.596 2.694
O5 -2.749 0.656 -4.762
O6 -4.078 1.713 -3.369
O7 0.032 4.606 4.350
O8 -0.771 -0.611 -7.919
O9 0.449 1.321 -8.158
O10 1.034 -5.885 -6.152
O11 2.630 -8.785 2.877
O12 -5.393 4.641 3.439
O13 -1.483 -5.389 -0.709
O14 2.725 -4.706 -7.165
O15 2.520 5.096 -2.147
O16 1.396 -3.649 -5.772
O17 1.398 -2.147 5.907
O18 1.531 -7.042 3.637
O19 -2.658 9.585 3.771
O20 -2.588 4.947 1.272
O21 -0.995 -7.403 -1.703
O22 -4.440 -0.524 -3.749
O23 3.584 -7.527 4.546
O24 -2.201 -5.753 -2.753
O25 -0.879 4.406 6.580
N1 2.339 -0.061 6.781
N2 -0.701 -0.403 1.052
N3 0.350 1.362 4.757
N4 -0.803 1.744 2.474
N5 1.744 1.407 2.723
C1 0.287 -0.024 -8.079
C2 -1.483 0.538 1.917
C3 3.115 -5.900 -7.840
C4 -2.891 6.972 3.231
C5 -0.781 -5.826 0.453
C6 -2.360 -0.539 -5.437
C7 3.777 -9.633 2.900
C8 1.297 -0.799 5.963
C9 -1.768 9.021 3.154
C10 2.907 1.174 3.711
C11 -3.043 -1.961 0.804
C12 -2.313 3.903 2.102
C13 -5.188 1.710 -2.472
C14 1.655 -4.852 -6.344
C15 -1.507 -6.294 -1.720
C16 2.624 0.102 -2.684
C17 -2.309 -6.600 -3.895
C18 3.648 -0.869 6.870
C19 -0.514 10.988 2.987
C20 1.438 -5.923 4.517
C21 4.064 1.512 4.476
C22 0.287 -3.652 -4.875
C23 1.471 4.155 -2.620
C24 -0.980 3.017 1.741
C25 -3.084 0.358 2.371
C26 0.080 -0.119 5.098
C27 1.492 -2.027 -8.145
C28 1.848 1.485 -3.209
C29 -1.474 -1.576 0.526
C30 1.995 1.515 1.239
C31 -3.921 -0.966 1.806
C32 -5.202 3.075 1.432
C33 2.674 -7.761 3.766
C34 -3.819 0.510 -3.940
C35 1.912 0.153 8.217
C36 1.706 2.617 -2.017
C37 -0.762 2.065 -8.037
C38 2.338 5.438 -0.727
C39 -4.574 3.824 2.746
C40 0.446 1.533 3.230
C41 3.045 0.423 0.617
C42 -0.801 2.142 5.342
C43 1.630 -0.560 -1.550
C44 -0.553 3.779 5.416
C45 2.359 -0.876 -0.109
H1 0.434 11.343 2.573
H2 3.979 -5.667 -8.468
H3 0.440 4.566 -2.196
H4 0.755 0.283 8.348
H5 0.744 1.127 -3.466
H6 -1.319 -6.826 -4.303
H7 1.673 -1.480 0.651
H8 -1.226 1.890 -7.061
H9 2.649 2.624 -1.287
H10 2.251 -0.687 8.962
H11 3.410 -6.671 -7.120
H12 -3.560 -2.914 0.325
H13 4.914 1.656 5.297
H14 -1.018 2.775 0.572
H15 2.413 1.167 8.596
H16 3.136 6.268 -0.432
H17 3.576 -1.771 7.611
H18 -2.064 -1.309 -4.717
H19 4.679 -9.069 2.641
H20 0.033 -0.658 4.033
H21 -5.044 -1.129 2.096
H22 -4.381 2.542 0.754
H23 0.711 2.358 -1.436
H24 3.884 -10.109 3.880
H25 -5.936 2.217 1.772
H26 2.247 -5.211 4.322
H27 3.853 0.020 1.361
H28 -3.168 -0.899 -6.082
H29 1.042 1.508 0.562
H30 2.498 2.585 1.071
H31 -5.817 3.821 0.731
H32 3.718 0.304 -2.319
H33 0.908 4.925 4.722
H34 -3.636 1.122 3.086
H35 3.634 -10.416 2.151
H36 1.362 4.159 -3.790
H37 -2.974 6.978 4.322
H38 -6.109 1.440 -2.999
H39 0.469 -4.333 -4.038
H40 -0.515 3.128 -8.114
H41 -1.453 1.813 -8.847
H42 -0.879 -2.326 -0.188
H43 -2.882 -6.067 -4.658
H44 0.674 0.093 -1.344
H45 -0.825 -5.025 1.195
H46 2.726 -0.622 -3.627
H47 -2.845 -7.521 -3.643
H48 0.271 -6.021 0.218
H49 1.117 -2.366 -7.174
H50 0.890 -2.444 -8.960
H51 1.233 -1.580 -2.027
H52 -1.255 -6.716 0.879
H53 3.256 -1.624 -0.360
H54 -0.007 3.688 1.875
H55 -3.800 7.373 2.770
H56 -1.496 -0.306 -6.065
H57 0.485 -5.422 4.327
H58 -2.767 5.936 2.902
H59 -1.865 1.859 4.881
H60 4.484 -0.079 7.184
H61 1.230 5.768 -0.460
H62 -0.883 1.797 6.483
H63 2.352 1.876 -4.191
H64 3.651 0.996 -0.237
H65 3.962 -1.226 5.777
H66 -0.634 -3.922 -5.402
H67 -5.303 2.722 -2.074
H68 -5.005 1.029 -1.635
H69 0.171 -2.640 -4.477
H70 -1.327 11.549 2.516
H71 2.562 4.491 -0.045
H72 -0.502 11.155 4.068
H73 1.453 -6.252 5.561
H74 2.307 -6.260 -8.485
H75 -0.957 -0.241 5.625
H76 2.519 -2.382 -8.260

---

Entry 2:
Molecular formula: C38H46CdP2Si
Method: DFT, ωB97M-V/def2-TZVPD

The HOMO-LUMO gap (alpha / beta) comes out at 4.8 / 4.9 eV. As for the HOMO energy (alpha / beta): -4.7 / -4.7 eV. The LUMO energy (alpha / beta) is 0.2 / 0.1 eV. For the energy above the lowest of the compared OMol25 structures with the same formula, charge and spin, the calculation gives 0.0 kcal/mol.

Positions of all 88 atoms, in Å:
Cd1 2.546 -1.375 0.337
P1 -0.520 1.305 -1.012
P2 -2.014 -1.328 0.683
Si1 -3.055 3.458 1.293
C1 -1.297 -1.865 2.297
C2 3.817 -3.302 -1.699
C3 3.041 -3.450 -0.411
C4 -3.309 -3.883 0.872
C5 2.320 2.730 1.617
C6 0.268 -3.294 3.498
C7 -0.526 2.942 -5.339
C8 -1.611 2.775 -3.169
C9 -4.394 4.341 0.301
C10 3.530 -3.216 0.878
C11 2.711 3.890 -0.470
C12 3.815 -1.905 -2.389
C13 3.788 -0.736 -1.442
C14 2.992 3.713 0.887
C15 -1.608 -1.212 3.509
C16 4.520 -0.676 -0.251
C17 -1.405 4.149 0.642
C18 1.300 2.000 1.006
C19 4.985 -2.838 1.117
C20 -0.328 -2.879 2.303
C21 0.058 -0.426 -1.068
C22 -4.668 -3.497 -1.545
C23 -0.057 -2.665 4.700
C24 -3.185 1.586 1.020
C25 1.001 2.167 -0.364
C26 0.446 2.026 -4.930
C27 5.537 -1.733 0.166
C28 -3.080 -2.718 0.128
C29 1.772 3.074 -1.110
C30 -4.926 -4.642 -0.772
C31 -3.743 -2.548 -1.108
C32 -1.552 3.316 -4.455
C33 0.403 1.484 -3.638
C34 -0.530 -1.459 -0.386
C35 -3.152 3.823 3.133
C36 -0.604 1.879 -2.742
C37 -4.220 -4.837 0.416
C38 -0.983 -1.611 4.703
H1 2.951 -1.857 -3.084
H2 1.177 0.791 -3.320
H3 -0.565 3.646 1.147
H4 2.975 -3.586 1.760
H5 -0.484 3.379 -6.339
H6 -2.775 -4.031 1.810
H7 -1.280 4.003 -0.446
H8 2.579 2.550 2.656
H9 2.141 -4.057 -0.498
H10 -1.324 5.232 0.840
H11 -1.205 -1.090 5.637
H12 -4.435 5.393 0.631
H13 5.648 -3.720 1.037
H14 -0.096 -2.484 -0.448
H15 3.336 -3.993 -2.420
H16 -2.172 1.183 0.815
H17 4.851 -3.666 -1.614
H18 -5.379 3.873 0.463
H19 1.249 1.735 -5.606
H20 3.743 4.346 1.365
H21 -2.323 -0.387 3.517
H22 6.026 -2.202 -0.705
H23 0.991 -4.114 3.479
H24 0.893 -0.649 -1.783
H25 -5.204 -3.347 -2.485
H26 3.416 0.183 -1.893
H27 -4.392 -5.738 1.002
H28 0.395 -3.000 5.639
H29 -3.944 3.235 3.612
H30 -5.669 -5.368 -1.103
H31 1.590 3.185 -2.184
H32 -3.538 -1.659 -1.716
H33 -3.365 4.886 3.299
H34 5.093 -2.485 2.150
H35 -2.413 3.054 -2.474
H36 -3.572 1.080 1.917
H37 3.197 4.673 -1.048
H38 0.000 -3.330 1.367
H39 -2.307 4.040 -4.773
H40 -3.830 1.306 0.173
H41 4.571 0.278 0.297
H42 6.309 -1.185 0.740
H43 -4.158 4.316 -0.777
H44 0.720 1.275 1.582
H45 -2.203 3.585 3.631
H46 4.695 -1.840 -3.059